1.
{"formula": "C4H3NO2", "method": "ωB97M-V/def2-TZVPD", "species": ["O", "C", "C", "C", "C", "N", "O", "H", "H", "H"], "xyz": [[-2.021, 1.645, 0.047], [-0.931, 1.314, -0.047], [0.453, 1.208, -0.129], [1.102, -0.036, 0.024], [0.384, -1.158, 0.138], [-0.915, -0.976, -0.057], [-1.831, -1.795, -0.002], [0.927, 2.057, -0.307], [2.134, -0.167, 0.019], [0.697, -2.093, 0.314]], "forces_ev_per_a": [[-0.2, 0.5, 0.0], [1.6, -1.4, -0.2], [-2.7, -2.7, 0.8], [-1.4, 1.2, -0.3], [-1.6, 0.0, -0.2], [-2.9, 1.5, -0.2], [1.6, 0.1, 0.2], [2.1, 3.6, -0.7], [1.8, 0.5, 0.1], [1.7, -3.3, 0.6]], "mulliken_charge": [-0.28, 0.60, -0.72, -0.28, -0.33, 0.03, -0.50, 0.48, 0.42, 0.59], "smiles": "O=C=C/C=C\\N=O", "relative_energy_kcal_mol": 101.2, "homo_lumo_gap_ev": [7.7, 7.7]}



2.
{"formula": "C4H12N2S2", "method": "ωB97M-V/def2-TZVPD", "species": ["N", "C", "C", "S", "S", "C", "C", "N", "H", "H", "H", "H", "H", "H", "H", "H", "H", "H", "H", "H"], "xyz": [[0.547, -2.628, 2.718], [0.308, -2.337, 1.267], [-0.733, -1.314, 1.185], [-0.439, 0.465, 1.581], [1.083, 1.272, 0.705], [0.798, 1.261, -1.115], [-0.306, 2.130, -1.553], [-0.279, 2.413, -3.004], [0.876, -1.875, 3.285], [-0.179, -3.136, 3.325], [1.297, -1.975, 0.828], [0.121, -3.267, 0.800], [-1.217, -1.366, 0.200], [-1.544, -1.382, 1.903], [0.732, 0.214, -1.341], [1.675, 1.645, -1.591], [-0.294, 3.199, -1.062], [-1.307, 1.797, -1.281], [-0.741, 1.654, -3.459], [-0.399, 3.229, -3.392]], "forces_ev_per_a": [[-0.4, -2.0, 0.9], [2.4, 0.7, 3.2], [-1.5, 1.5, -1.9], [-1.9, -0.8, 0.9], [2.4, 0.6, -1.2], [0.2, 0.0, 1.3], [-1.9, 4.2, -0.4], [1.3, -6.8, 2.9], [0.2, 0.7, -0.2], [1.2, 1.0, -2.1], [-1.2, -0.3, 0.6], [-0.7, -0.8, -0.7], [0.0, 0.3, 0.0], [-0.1, -0.8, 0.2], [-0.4, -0.5, -0.6], [0.9, 0.1, 0.0], [0.5, -2.1, -0.5], [0.1, -0.5, 0.2], [-0.2, 0.1, -0.8], [-1.0, 5.4, -1.9]], "mulliken_charge": [-0.63, -0.29, -0.65, -0.07, -0.08, -0.67, -0.32, -0.50, 0.23, 0.21, 0.21, 0.37, 0.32, 0.31, 0.27, 0.39, 0.28, 0.30, 0.18, 0.15], "smiles": "NCCSSCCN", "relative_energy_kcal_mol": 34.5, "homo_lumo_gap_ev": 9.0}



3.
{"formula": "C5H10NO2", "method": "ωB97M-V/def2-TZVPD", "species": ["O", "C", "O", "C", "C", "C", "C", "N", "H", "H", "H", "H", "H", "H", "H", "H", "H", "H"], "xyz": [[-1.563, 0.189, 2.339], [-0.848, -0.549, 1.745], [-1.017, -1.897, 1.700], [0.246, -0.257, 0.731], [0.505, 1.164, 0.400], [0.931, 1.242, -1.083], [0.091, 0.144, -1.721], [-0.220, -0.938, -0.613], [-1.533, -2.249, 2.434], [1.210, -0.735, 0.938], [-0.393, 1.777, 0.578], [1.216, 1.710, 1.015], [1.965, 1.041, -1.294], [0.708, 2.248, -1.469], [0.502, -0.396, -2.562], [-0.940, 0.490, -1.958], [0.344, -1.788, -0.575], [-1.204, -1.196, -0.605]], "forces_ev_per_a": [[0.7, 0.5, 0.0], [-0.7, -1.2, -0.1], [0.6, -0.2, 0.0], [0.2, -0.1, -0.4], [-0.3, 2.1, -0.4], [-0.9, -0.3, 0.3], [-1.7, -0.6, 0.1], [1.4, 1.5, 0.9], [-0.4, 0.2, 0.2], [-0.5, -0.3, 0.4], [-0.1, -0.4, -0.4], [0.4, -0.7, 0.3], [0.6, 0.0, 0.4], [-0.1, -0.6, -0.1], [0.2, 0.1, -0.2], [0.8, -0.1, -0.1], [-0.3, -0.1, -0.9], [0.0, 0.0, 0.0]], "mulliken_charge": [-0.46, 0.35, -0.44, 0.10, -0.84, -0.53, -0.58, -0.25, 0.37, 0.38, 0.34, 0.45, 0.33, 0.34, 0.40, 0.29, 0.39, 0.37], "smiles": "O=C(O)[C@@H]1CCC[NH2+]1", "total_charge": 1, "relative_energy_kcal_mol": 9.5, "homo_lumo_gap_ev": 11.8}



4.
{"formula": "C2H8N4S", "method": "ωB97M-V/def2-TZVPD", "species": ["C", "N", "C", "N", "N", "N", "S", "H", "H", "H", "H", "H", "H", "H", "H"], "xyz": [[-1.383, -0.865, -0.590], [0.066, -0.961, -0.343], [0.677, 0.161, 0.208], [0.771, 1.316, -0.331], [0.239, 1.415, -1.627], [1.371, -0.036, 1.423], [0.502, -0.619, 2.770], [-1.698, -1.739, -1.166], [-1.593, 0.015, -1.163], [-1.993, -0.801, 0.326], [0.322, -1.777, 0.167], [0.458, 0.572, -2.184], [0.723, 2.204, -2.047], [1.957, 0.762, 1.614], [-0.420, 0.353, 2.944]], "forces_ev_per_a": [[0.0, -0.6, 0.3], [-0.4, 0.8, -0.2], [0.2, 0.3, 0.0], [-0.2, -0.6, 0.1], [0.4, 0.0, -0.4], [-0.3, -0.1, -0.1], [0.1, -0.1, -0.1], [0.0, 0.1, 0.1], [0.0, 0.5, -0.4], [0.3, -0.1, -0.1], [0.1, -0.6, 0.3], [-0.1, 0.4, 0.4], [-0.2, -0.2, 0.0], [0.1, 0.1, 0.1], [0.0, 0.1, -0.1]], "mulliken_charge": [-0.80, -0.34, 0.30, -0.45, -0.46, -0.30, -0.17, 0.32, 0.37, 0.24, 0.33, 0.22, 0.29, 0.31, 0.14], "smiles": "CN/C(=N\\N)NS", "relative_energy_kcal_mol": 0.0, "homo_lumo_gap_ev": 9.1}



Q: Number 4 is which compound?
A: C2H8N4S